The following is a DFT calculation (ωB97M-V/def2-TZVPD) of 17 unconnected molecules or ions with the total composition C68H182N12O27.

Last column: Mulliken charge in e.
Cartesian coordinates (Å):
1 C 12.3265 10.7134 -2.3716  -1.4391
2 C 12.9888 9.8963 -1.2906  2.0935
3 C 13.3328 8.4719 -1.7238  -0.7184
4 O 12.0122 7.9102 -1.9064  -0.2933
5 C 12.0728 6.9122 -2.9821  -0.8608
6 N 14.2621 10.5406 -1.1329  0.0289
7 H 11.7110 11.5038 -1.9421  0.1293
8 H 11.7270 10.1154 -3.0579  0.4791
9 H 12.9956 11.2574 -3.0383  0.2050
10 H 12.4251 9.8185 -0.3610  -1.5802
11 H 13.5876 7.8230 -0.8858  0.3597
12 H 14.0458 8.3610 -2.5407  0.6112
13 H 12.1478 7.3372 -3.9831  0.3059
14 H 11.2078 6.2567 -3.0828  0.2754
15 H 12.8803 6.2029 -2.8006  0.3184
16 H 14.6609 10.1148 -1.9574  0.1670
17 H 14.2206 11.5464 -1.2151  -0.3325
18 C 16.0817 15.6476 -11.4968  -1.5772
19 C 16.0454 15.1242 -10.0670  0.8702
20 C 14.9120 15.7741 -9.0991  -0.6868
21 O 14.7736 15.0348 -7.8284  -0.4458
22 C 15.8051 15.1529 -6.8366  -0.5167
23 N 15.9703 13.7077 -10.1050  -0.5902
24 H 16.8560 15.2486 -12.1521  0.3859
25 H 16.3301 16.6915 -11.3054  0.3906
26 H 15.1041 15.4272 -11.9256  0.4074
27 H 17.0090 15.3438 -9.6071  -0.1330
28 H 13.9178 15.8103 -9.5443  0.3047
29 H 15.1834 16.7798 -8.7781  0.3803
30 H 16.2230 16.1510 -6.7057  0.3741
31 H 16.6933 14.5786 -7.0998  0.3393
32 H 15.4852 14.8388 -5.8431  0.0134
33 H 15.3787 13.3063 -9.3915  0.2290
34 H 15.5709 13.3456 -10.9591  0.2581
35 C 10.5317 19.8550 2.0559  -1.5281
36 C 11.1679 20.1033 0.6328  2.2920
37 C 11.2846 18.7315 -0.1486  -0.1138
38 O 11.9548 18.6091 -1.3896  0.2876
39 C 11.5250 19.3196 -2.5686  -1.0556
40 N 10.5284 21.1257 -0.1305  -0.5119
41 H 9.6458 19.2509 1.8601  0.3554
42 H 10.1069 20.7761 2.4551  0.4256
43 H 11.2365 19.4117 2.7594  0.0428
44 H 12.1898 20.4476 0.7923  -1.1593
45 H 10.3383 18.1963 -0.0698  0.0081
46 H 11.8361 18.0340 0.4817  -0.1780
47 H 11.8194 18.6795 -3.4003  0.2756
48 H 12.0017 20.2875 -2.7236  0.2532
49 H 10.4567 19.4850 -2.7084  0.3914
50 H 9.7484 20.6495 -0.5605  0.3613
51 H 11.0933 21.4133 -0.9167  -0.0669
52 C 15.7151 21.5910 -1.2442  -0.2468
53 C 15.0250 22.1783 0.0601  0.4780
54 C 13.5559 22.5733 -0.2089  -0.0754
55 O 13.4544 23.7870 -0.9788  -0.4681
56 C 12.0922 24.1400 -1.1035  -0.6378
57 N 14.9962 21.1881 1.2115  -0.2582
58 H 16.6026 20.9843 -1.0647  -0.3570
59 H 16.1304 22.3008 -1.9598  0.4926
60 H 14.9648 20.9802 -1.7463  -0.0411
61 H 15.6396 23.0148 0.3927  0.4253
62 H 13.1196 22.7058 0.7812  0.5160
63 H 13.1027 21.7164 -0.7073  -0.5873
64 H 11.9300 25.0256 -1.7178  0.3150
65 H 11.6878 24.2598 -0.0984  0.3165
66 H 11.5230 23.3671 -1.6197  0.2275
67 H 14.2542 20.5678 0.9202  -0.3216
68 H 15.8006 20.5859 1.3132  0.3001
69 C 12.9041 9.4372 2.4964  -1.1834
70 C 11.5816 10.0582 2.2651  0.4529
71 C 11.3638 11.4727 1.6420  -0.2799
72 O 11.9728 12.6188 2.3492  0.0327
73 C 11.0479 13.5283 2.9236  -0.8872
74 N 10.7206 9.0259 1.7466  -0.6869
75 H 13.5499 10.0739 3.1010  0.3131
76 H 13.4426 9.4288 1.5488  0.1105
77 H 12.8629 8.3912 2.8004  0.4223
78 H 11.1358 10.3533 3.2150  0.3545
79 H 10.3915 11.7932 1.2680  0.5115
80 H 12.0898 11.4338 0.8300  -0.3398
81 H 10.5432 13.0583 3.7676  0.3470
82 H 10.2905 13.9610 2.2699  0.3826
83 H 11.5990 14.3032 3.4564  0.1133
84 H 10.7302 8.9429 0.7400  0.2703
85 H 10.9675 8.1644 2.2123  0.2678
86 C 19.6735 20.0156 -1.0774  -1.3879
87 C 20.0679 19.4414 -2.4084  1.7888
88 C 20.2444 20.3927 -3.5869  -1.0798
89 O 20.5926 19.7461 -4.7912  -0.1630
90 C 20.9460 20.3846 -5.9559  -0.6906
91 N 21.2134 18.4964 -2.2445  -0.2861
92 H 18.8805 20.7316 -1.2934  0.3285
93 H 20.4898 20.6256 -0.6905  0.5318
94 H 19.4670 19.3456 -0.2429  0.1112
95 H 19.3004 18.7036 -2.6422  -0.7589
96 H 20.9610 21.1568 -3.2857  0.3538
97 H 19.2828 20.8782 -3.7533  0.3630
98 H 20.9981 19.5963 -6.7069  0.0476
99 H 21.9131 20.8506 -5.7668  0.3708
100 H 20.2199 21.0922 -6.3560  0.3271
101 H 21.6250 18.2489 -3.1330  0.0689
102 H 21.9716 18.8521 -1.6800  0.2425
103 C 8.7686 16.5945 -2.3248  -1.6756
104 C 9.1562 15.1364 -2.3870  0.3861
105 C 10.6470 14.7272 -1.9449  0.5514
106 O 11.5410 14.3121 -2.9621  -0.2988
107 C 11.9551 15.5447 -3.6018  -0.6434
108 N 8.3441 14.4323 -1.4353  -0.6704
109 H 7.6943 16.6770 -2.4896  0.5472
110 H 9.1532 17.2085 -3.1392  0.3552
111 H 9.0005 17.1269 -1.4024  0.4115
112 H 8.9748 14.6858 -3.3628  0.2233
113 H 10.5454 13.9254 -1.2135  0.1480
114 H 11.1452 15.5152 -1.3801  -0.5130
115 H 12.4739 16.2182 -2.9196  0.0046
116 H 11.0633 16.0525 -3.9693  0.2775
117 H 12.6317 15.3499 -4.4338  0.3714
118 H 7.4382 14.8790 -1.4354  0.2181
119 H 8.2443 13.4761 -1.7449  0.2565
120 C 22.4240 13.6596 0.4028  -0.6468
121 C 21.2831 14.3082 -0.3893  -0.1861
122 O 20.0116 13.7563 0.0923  0.2843
123 O 22.3447 13.8642 1.7921  -0.3965
124 H 23.3962 14.0076 0.0539  0.4340
125 H 22.3873 12.5792 0.2634  0.3305
126 H 21.3732 14.1209 -1.4593  0.2550
127 H 21.3072 15.3974 -0.3530  0.0317
128 H 19.8772 14.3075 0.8667  -0.1826
129 H 23.1377 13.6568 2.2919  0.2074
130 C 13.8430 18.4528 3.6481  0.1559
131 C 14.0291 19.8814 4.2049  -0.4436
132 O 13.9606 19.7823 5.6696  -0.3846
133 O 13.3530 18.3776 2.2808  -0.3398
134 H 13.2052 17.8086 4.2534  0.1805
135 H 14.8252 18.0036 3.7953  0.0231
136 H 13.1963 20.5283 3.9289  0.2954
137 H 14.9321 20.4757 4.0652  0.2489
138 H 13.5295 20.5596 6.0323  0.1854
139 H 13.7127 17.5884 1.8693  -0.2319
140 C 18.0550 12.4062 -3.1761  0.0752
141 C 16.6348 12.7894 -3.5909  -0.3781
142 O 15.8198 12.8369 -2.5032  0.3751
143 O 17.9037 11.1203 -2.6172  -0.6153
144 H 18.5058 13.1236 -2.4904  -0.0950
145 H 18.6904 12.3775 -4.0613  0.2050
146 H 16.2859 11.9281 -4.1606  0.5170
147 H 16.6747 13.6486 -4.2604  -0.1826
148 H 16.2054 13.4491 -1.8724  -0.4772
149 H 17.0883 11.0521 -2.1150  0.3129
150 C 22.9432 18.0221 0.6424  0.8045
151 C 22.9698 18.2524 2.1764  -0.5621
152 O 22.0709 19.2750 2.5676  -0.6317
153 O 23.9607 18.8415 0.0742  -0.6218
154 H 21.9675 18.2960 0.2411  -0.4393
155 H 23.2678 16.9914 0.5001  -0.0165
156 H 24.0105 18.5286 2.3460  0.4177
157 H 22.7824 17.2449 2.5478  0.2123
158 H 21.4886 18.8476 3.1999  0.4887
159 H 23.8167 19.7587 0.3184  0.3543
160 C 18.8629 16.8478 2.4876  -0.1044
161 C 19.5983 16.6814 3.8164  -0.5285
162 O 20.3849 17.8785 4.1608  -0.5857
163 O 18.0031 15.8208 2.1160  0.7673
164 H 19.5335 17.0908 1.6635  0.1971
165 H 18.1942 17.7044 2.5733  0.1994
166 H 20.2040 15.7901 3.6524  0.1381
167 H 18.8423 16.4925 4.5786  0.1932
168 H 19.8312 18.4111 4.7365  0.2868
169 H 17.8004 15.9807 1.1913  -0.5541
170 C 19.7614 9.5220 -0.2093  -0.6364
171 O 20.5377 8.3239 -0.2857  -0.4215
172 C 21.0235 7.7997 0.9115  -0.2153
173 C 21.9326 6.5833 0.8644  -0.7974
174 N 22.4824 6.0436 2.1438  -0.3772
175 C 21.5519 6.0554 3.3169  -0.4583
176 C 22.2672 5.3396 4.5205  -0.6124
177 O 22.6132 3.9751 4.1218  -0.3090
178 C 22.7873 3.0218 5.1846  -0.7807
179 H 18.9979 9.5792 0.5665  0.3206
180 H 19.0685 9.7702 -1.0133  0.2919
181 H 20.4747 10.3456 -0.1779  0.2521
182 H 20.1992 7.6398 1.6066  0.3717
183 H 21.6839 8.4606 1.4729  0.1941
184 H 22.6400 6.7093 0.0448  0.3309
185 H 21.1525 5.8733 0.5900  0.3727
186 H 22.7541 5.0884 1.9600  0.2994
187 H 20.6701 5.4654 3.0671  0.3008
188 H 21.2408 7.0127 3.7351  0.2461
189 H 21.5640 5.2894 5.3518  0.4156
190 H 23.0903 5.9295 4.9236  0.3616
191 H 23.7683 3.2909 5.5760  0.3074
192 H 22.9300 2.0139 4.7947  0.2560
193 H 21.9032 2.8867 5.8077  0.3014
194 C 21.4026 15.2256 -11.3881  -0.8077
195 O 21.0872 15.5739 -10.0054  -0.2858
196 C 20.8284 16.9638 -9.6238  -0.7619
197 C 20.3650 17.0633 -8.0784  -0.1281
198 N 21.6118 16.4835 -7.3904  -0.2121
199 C 21.8897 16.5249 -5.9493  -0.8161
200 C 20.8560 15.6501 -5.0327  0.3015
201 O 21.0661 14.2191 -5.0035  -0.4178
202 C 20.9353 13.6652 -6.2537  -0.7947
203 H 20.5713 15.4023 -12.0706  0.2741
204 H 21.5126 14.1448 -11.4771  0.2730
205 H 22.2331 15.8022 -11.7952  0.3070
206 H 20.0685 17.3699 -10.2915  0.4853
207 H 21.6978 17.5229 -9.9695  0.4105
208 H 19.4880 16.4569 -7.8519  -0.0255
209 H 20.1520 18.0577 -7.6860  0.2642
210 H 21.7877 15.5869 -7.8210  0.3197
211 H 21.9284 17.5751 -5.6599  0.2041
212 H 22.8494 16.1307 -5.6153  0.3871
213 H 19.8619 15.9591 -5.3558  0.1425
214 H 21.0144 15.9525 -3.9975  0.0785
215 H 21.8363 13.6877 -6.8667  0.3093
216 H 20.1472 14.1813 -6.8020  0.2202
217 H 20.5599 12.6490 -6.1337  0.3233
218 C 23.1948 10.9636 10.3420  -0.7575
219 O 22.6274 10.8470 9.0336  -0.3361
220 C 23.7468 10.6869 8.1378  -0.5862
221 C 23.4160 10.4034 6.6153  -0.5841
222 N 22.5461 11.4387 6.0601  -0.3650
223 C 21.7591 11.1021 4.8356  -0.4827
224 C 20.5780 12.1316 4.7618  -0.5476
225 O 19.6205 12.0853 5.8890  -0.4240
226 C 18.7384 13.1253 5.8569  -0.4747
227 H 23.4618 12.0151 10.2362  0.3331
228 H 24.0483 10.3454 10.6205  0.2886
229 H 22.5847 10.8686 11.2403  0.2658
230 H 24.1861 9.7568 8.4984  0.4218
231 H 24.6160 11.3446 8.1347  0.3850
232 H 23.0006 9.4054 6.4754  0.2141
233 H 24.3251 10.3788 6.0145  0.4095
234 H 21.7975 11.4644 6.7376  0.3063
235 H 21.2900 10.1319 4.6721  0.0668
236 H 22.4689 11.2724 4.0261  0.4026
237 H 20.0103 11.9416 3.8509  0.4933
238 H 21.0379 13.1197 4.7454  0.1891
239 H 18.0433 12.7910 6.6270  0.2606
240 H 18.1801 12.9141 4.9448  0.1883
241 H 19.2648 14.0790 5.8958  0.3369
242 C 16.8833 12.6241 0.6726  -1.0651
243 O 15.9584 13.7351 0.1444  1.6758
244 C 14.6564 13.8412 0.8573  -0.2830
245 C 13.9117 15.1721 0.6477  -0.8367
246 N 14.7144 16.3542 0.7746  1.3199
247 C 14.8519 17.0090 -0.5134  0.9346
248 C 16.1294 17.9586 -0.5689  -0.2881
249 O 17.2965 17.1328 -0.4248  0.5493
250 C 17.6228 16.4992 -1.6570  -0.8662
251 H 17.7105 12.4942 -0.0251  0.0094
252 H 16.2928 11.7105 0.7421  0.4257
253 H 17.2715 12.8240 1.6713  0.2438
254 H 14.6813 13.8587 1.9469  0.1021
255 H 14.0520 13.0235 0.4648  -0.7567
256 H 13.0916 15.3317 1.3477  0.3442
257 H 13.4323 15.2333 -0.3293  -0.0006
258 H 15.6540 16.1712 1.0966  -0.4248
259 H 13.9829 17.6670 -0.5209  -1.0961
260 H 14.9048 16.3199 -1.3563  0.3174
261 H 16.1977 18.6808 0.2448  -0.4845
262 H 16.0358 18.5078 -1.5057  0.1570
263 H 18.3927 15.7698 -1.4055  0.0228
264 H 17.9107 17.1264 -2.5007  0.1530
265 H 16.7855 15.9101 -2.0312  -0.0294
266 C 16.0660 15.0491 4.5380  0.0041
267 O 15.0837 15.7186 5.2869  0.0803
268 C 14.7490 15.1447 6.5354  -0.9363
269 C 13.8554 16.0583 7.3803  -0.9461
270 N 14.6188 17.1452 7.9210  -0.2121
271 C 13.9178 17.7219 9.0768  -0.6283
272 C 14.6894 18.8923 9.5836  -0.6879
273 O 14.2666 19.9843 8.7896  -0.2379
274 C 15.0263 21.2100 8.8530  -0.8187
275 H 15.6302 14.0502 4.5162  0.4232
276 H 17.0345 15.0225 5.0374  0.0385
277 H 16.1624 15.4690 3.5367  -0.4313
278 H 15.7180 14.9799 7.0065  0.3771
279 H 14.4222 14.1070 6.4676  0.4742
280 H 13.5893 15.4209 8.2235  0.4771
281 H 12.8664 16.2779 6.9782  0.4021
282 H 14.7602 17.8604 7.2220  0.1480
283 H 13.6488 16.9908 9.8392  0.4802
284 H 12.8940 18.0231 8.8553  0.3250
285 H 15.7790 18.8742 9.6031  0.3635
286 H 14.4745 19.2557 10.5886  0.4309
287 H 16.0211 21.3308 9.2819  0.3590
288 H 14.4960 21.9465 9.4566  0.3208
289 H 14.9763 21.5858 7.8310  0.2009

The value obtained for the HOMO energy is -8.25 eV. Its max |F| is 4.66 eV/Å.